No. 1
{"formula": "C3H12ClCuN6O3", "method": "wB97M-V/def2-TZVPD", "symbols": ["Cu", "Cl", "O", "O", "O", "N", "N", "N", "N", "N", "N", "C", "C", "C", "H", "H", "H", "H", "H", "H", "H", "H", "H", "H", "H", "H"], "xyz": [[1.10, -20.59, -13.21], [-1.07, -19.66, -13.83], [0.80, -19.91, -11.15], [-4.37, -21.52, -11.08], [1.46, -18.44, -16.84], [0.72, -19.69, -8.89], [0.95, -16.52, -18.03], [-5.26, -19.71, -10.01], [-0.59, -17.50, -16.61], [-1.08, -19.09, -10.17], [-3.81, -19.42, -11.78], [0.17, -19.58, -10.11], [-4.55, -20.32, -11.02], [0.68, -17.53, -17.14], [0.34, -15.73, -17.95], [-1.62, -19.06, -11.01], [-4.09, -18.47, -11.63], [-0.69, -18.27, -15.98], [-5.88, -20.33, -9.51], [1.60, -20.17, -8.81], [-1.29, -16.98, -17.10], [0.16, -19.68, -8.06], [-3.31, -19.81, -12.56], [1.88, -16.36, -18.35], [-5.62, -18.78, -10.17], [-1.48, -18.86, -9.28]], "mulliken_charge": [0.84, -0.17, -0.45, -0.59, -0.63, -0.40, -0.42, -0.45, -0.33, -0.19, -0.35, 0.58, 0.65, 0.58, 0.21, 0.12, 0.15, 0.16, 0.26, 0.25, 0.21, 0.22, 0.13, 0.25, 0.20, 0.17], "homo_ev": [-12.33, -12.33], "e_tot_ha": -2776.2417, "orbital_gap_ev": [6.89, 3.77], "total_charge": 1, "multiplicity": 2, "de_lowest_kj_mol": 0.0}



No. 2
{"formula": "C6H14N2O", "method": "wB97M-V/def2-TZVPD", "symbols": ["O", "N", "N", "C", "C", "C", "C", "C", "C", "H", "H", "H", "H", "H", "H", "H", "H", "H", "H", "H", "H", "H", "H"], "xyz": [[-0.69, -1.61, 0.03], [2.63, -0.19, -0.19], [-1.39, 0.50, -0.05], [2.00, 1.18, -0.25], [-2.76, 0.03, -0.43], [-0.49, -0.40, 0.04], [-1.11, 1.92, 0.13], [0.20, -2.72, 0.03], [1.36, 0.11, 0.54], [-2.62, -1.03, -0.66], [1.56, 1.44, -1.13], [0.79, -2.58, -1.01], [-1.94, 2.35, 0.64], [2.67, -0.71, -1.15], [-0.92, 2.28, -0.84], [-3.24, 0.65, -1.10], [2.54, 1.85, 0.39], [-3.52, -0.02, 0.34], [1.05, -2.68, 0.68], [-0.24, 1.91, 0.77], [-0.38, -3.62, 0.02], [3.29, -0.30, 0.62], [1.22, -0.07, 1.65]], "mulliken_charge": [-0.39, -0.18, 0.00, -0.48, -0.92, 0.98, -1.04, -0.66, -0.42, 0.34, 0.37, 0.28, 0.37, 0.39, 0.37, 0.39, 0.32, 0.38, 0.35, 0.43, 0.30, 0.38, 0.46], "homo_ev": -18.71, "e_tot_ha": -420.9537, "orbital_gap_ev": 10.84, "total_charge": 2, "multiplicity": 1, "de_lowest_kj_mol": 173.4}



No. 3
{"formula": "C3H12N2OS", "method": "wB97M-V/def2-TZVPD", "symbols": ["S", "O", "N", "N", "C", "C", "C", "H", "H", "H", "H", "H", "H", "H", "H", "H", "H", "H", "H"], "xyz": [[0.59, 2.78, -0.11], [-1.82, 0.25, -2.62], [-1.23, -2.18, 1.06], [-0.08, -0.20, 0.15], [1.34, 0.08, -0.22], [1.75, 1.41, 0.38], [-0.43, -0.95, 1.33], [1.46, -0.02, -1.35], [1.90, -0.76, 0.22], [-2.43, 0.78, -2.16], [-1.01, -0.34, 2.10], [-2.01, -0.59, -2.45], [0.73, 2.71, -1.40], [-2.07, -2.18, 0.70], [-0.87, -3.05, 1.19], [0.59, -1.29, 1.91], [-0.92, 0.28, -0.27], [1.78, 1.44, 1.52], [2.73, 1.85, 0.02]], "mulliken_charge": [-0.24, -0.59, -0.40, -0.06, -0.69, -0.43, -0.32, 0.24, 0.31, 0.30, 0.25, 0.29, 0.11, 0.08, 0.13, 0.25, 0.14, 0.28, 0.34], "homo_ev": -8.29, "e_tot_ha": -704.3555, "orbital_gap_ev": 9.01, "total_charge": 0, "multiplicity": 1, "smiles": "NCNCCS.O", "de_lowest_kj_mol": 217.2}



No. 4
{"formula": "C34H25BrIrN2P", "method": "wB97M-V/def2-TZVPD", "symbols": ["Ir", "Br", "P", "N", "N", "C", "C", "C", "C", "C", "C", "C", "C", "C", "C", "C", "C", "C", "C", "C", "C", "C", "C", "C", "C", "C", "C", "C", "C", "C", "C", "C", "C", "C", "C", "C", "C", "C", "C", "H", "H", "H", "H", "H", "H", "H", "H", "H", "H", "H", "H", "H", "H", "H", "H", "H", "H", "H", "H", "H", "H", "H", "H", "H"], "xyz": [[0.11, -0.08, -0.03], [-5.64, -4.68, 0.10], [2.55, -0.27, 0.20], [-0.19, 2.20, -0.28], [-2.01, 0.16, -0.21], [-0.99, 4.85, -0.03], [0.36, 4.51, -0.14], [0.70, 3.17, -0.27], [2.59, -1.64, 4.58], [4.86, 1.25, 0.01], [-4.30, -0.77, -0.26], [1.19, -3.87, -1.31], [-5.10, -1.88, -0.18], [0.17, -0.33, 2.03], [1.59, -2.91, -0.40], [-2.88, -0.89, -0.20], [-2.43, 1.44, -0.12], [1.39, -1.15, 4.01], [0.22, -0.97, 4.77], [6.28, -0.67, -1.41], [-0.94, -0.13, 2.84], [-2.34, -2.20, -0.12], [1.29, -2.25, -3.11], [4.95, -0.91, -1.10], [-0.91, -0.44, 4.20], [6.18, 1.48, -0.34], [1.38, -0.79, 2.63], [3.76, -1.71, 3.85], [1.02, -3.54, -2.66], [6.89, 0.52, -1.06], [1.86, -1.61, -0.85], [-4.53, -3.16, -0.07], [-1.52, 2.50, -0.18], [4.25, 0.05, -0.36], [-1.94, 3.85, -0.08], [1.70, -1.28, -2.21], [-3.13, -3.31, -0.06], [3.78, -1.29, 2.53], [2.61, -0.87, 1.91], [-1.80, -0.27, 4.79], [4.66, -2.07, 4.31], [0.70, -4.30, -3.36], [0.23, -1.22, 5.82], [-4.77, 0.19, -0.35], [4.48, -1.84, -1.39], [6.66, 2.41, -0.06], [1.74, 2.88, -0.38], [-2.99, 4.08, -0.02], [2.58, -1.93, 5.62], [1.74, -3.18, 0.64], [-1.86, 0.27, 2.43], [1.01, -4.88, -0.98], [-1.26, -2.30, -0.10], [1.97, -0.29, -2.57], [-6.17, -1.77, -0.20], [4.71, -1.29, 1.98], [-1.29, 5.88, 0.10], [1.19, -2.01, -4.16], [-3.47, 1.67, 0.06], [7.91, 0.72, -1.35], [4.30, 2.00, 0.55], [1.13, 5.26, -0.10], [-2.71, -4.30, 0.00], [6.84, -1.43, -1.94]], "mulliken_charge": [1.26, -0.07, 1.19, -0.10, 0.14, -0.35, -0.89, 0.06, -0.68, -0.11, -0.75, -0.85, -0.82, 0.29, -0.07, 1.23, -0.05, 0.32, -0.60, -0.79, -0.56, 0.19, -0.92, -0.13, -1.08, -0.84, 0.36, -0.96, -0.50, -0.51, -0.43, -0.11, 0.25, 0.34, -0.91, 0.16, -0.94, -0.59, 0.60, 0.47, 0.48, 0.47, 0.49, 0.35, 0.41, 0.44, 0.48, 0.46, 0.48, 0.51, 0.49, 0.51, 0.17, 0.45, 0.47, 0.55, 0.49, 0.51, 0.33, 0.45, 0.37, 0.45, 0.49, 0.46], "homo_ev": [-15.73, -15.73], "e_tot_ha": -4438.8118, "orbital_gap_ev": [5.04, 3.57], "total_charge": 3, "multiplicity": 2, "de_lowest_kj_mol": 0.0}



No. 5
{"formula": "C2H4N2O3", "method": "wB97M-V/def2-TZVPD", "symbols": ["O", "O", "O", "N", "N", "C", "C", "H", "H", "H", "H"], "xyz": [[-0.97, -0.89, 1.14], [-0.58, 0.18, -2.22], [1.85, -0.37, 0.32], [-1.22, -0.73, -0.23], [1.41, 0.92, 0.45], [0.36, 1.15, -0.17], [-0.51, 0.16, -1.01], [-1.75, -0.64, 1.63], [0.07, 2.20, -0.13], [-1.38, -1.65, -0.60], [2.70, -0.35, 0.83]], "mulliken_charge": [-0.39, -0.57, -0.36, -0.12, -0.36, -0.08, 0.53, 0.35, 0.36, 0.26, 0.38], "homo_ev": -9.96, "e_tot_ha": -413.7213, "orbital_gap_ev": 10.62, "total_charge": 0, "multiplicity": 1, "smiles": "O=C(/C=N\\O)NO", "de_lowest_kj_mol": 447.4}



No. 6
{"formula": "C52H60F9O6Zr", "method": "wB97M-V/def2-TZVPD", "symbols": ["Zr", "F", "F", "F", "F", "F", "F", "F", "F", "F", "O", "O", "O", "O", "O", "O", "C", "C", "C", "C", "C", "C", "C", "C", "C", "C", "C", "C", "C", "C", "C", "C", "C", "C", "C", "C", "C", "C", "C", "C", "C", "C", "C", "C", "C", "C", "C", "C", "C", "C", "C", "C", "C", "C", "C", "C", "C", "C", "C", "C", "C", "C", "C", "C", "C", "C", "C", "C", "H", "H", "H", "H", "H", "H", "H", "H", "H", "H", "H", "H", "H", "H", "H", "H", "H", "H", "H", "H", "H", "H", "H", "H", "H", "H", "H", "H", "H", "H", "H", "H", "H", "H", "H", "H", "H", "H", "H", "H", "H", "H", "H", "H", "H", "H", "H", "H", "H", "H", "H", "H", "H", "H", "H", "H", "H", "H", "H", "H"], "xyz": [[18.43, -7.11, -17.30], [21.09, -5.24, -21.31], [24.83, -7.59, -21.44], [26.27, -2.67, -21.80], [15.83, -0.86, -22.86], [20.41, -15.43, -23.90], [20.38, -3.88, -19.92], [19.64, -3.81, -22.00], [14.83, -7.91, -24.61], [19.95, -6.49, -27.40], [18.81, -6.04, -19.28], [19.16, -4.90, -16.63], [18.58, -6.55, -21.44], [23.05, -1.81, -17.73], [16.92, -8.08, -18.94], [20.94, -6.64, -17.44], [20.56, -3.17, -15.83], [24.06, -3.15, -22.59], [22.79, -8.67, -21.99], [19.48, -5.25, -27.14], [18.06, -7.74, -23.43], [13.97, -9.32, -22.90], [13.02, -9.67, -21.97], [24.83, -2.33, -25.14], [21.79, -8.89, -22.94], [21.47, -0.61, -19.17], [18.53, -6.36, -22.83], [22.76, -7.23, -24.43], [15.15, -3.38, -25.38], [19.83, -12.91, -21.35], [22.10, -6.31, -17.61], [22.81, -1.21, -18.80], [23.78, -7.05, -23.48], [12.01, -8.73, -21.70], [23.12, -3.27, -23.62], [19.96, -4.59, -20.97], [15.71, -3.26, -22.67], [19.51, -4.76, -25.83], [23.77, -7.75, -22.29], [25.35, -2.73, -22.80], [15.95, -9.69, -20.39], [15.48, -4.48, -23.26], [11.92, -7.52, -22.41], [21.78, -8.17, -24.14], [20.06, -14.27, -23.33], [22.93, -6.66, -18.83], [15.14, -4.53, -24.63], [18.80, -4.55, -28.14], [15.36, -2.14, -24.84], [22.84, -5.54, -16.50], [18.47, -2.61, -17.22], [23.94, -0.91, -19.81], [18.80, -5.47, -20.58], [18.39, -2.75, -26.60], [13.86, -8.18, -23.68], [23.50, -2.85, -24.92], [20.35, -14.07, -22.00], [12.95, -7.25, -23.33], [25.70, -2.19, -24.03], [16.11, -8.24, -19.84], [18.14, -3.35, -27.85], [15.18, -7.19, -20.38], [19.04, -12.01, -22.00], [19.16, -13.40, -23.97], [15.63, -2.09, -23.44], [19.00, -3.46, -25.59], [18.70, -12.24, -23.34], [19.36, -3.68, -16.53], [20.91, -8.29, -24.76], [23.73, -1.15, -20.86], [24.58, -6.35, -23.67], [15.49, -6.88, -21.38], [17.96, -1.77, -26.48], [26.69, -1.79, -24.19], [23.36, -5.73, -19.18], [16.75, -10.28, -19.94], [23.63, -7.46, -18.57], [18.43, -7.95, -24.44], [23.82, -3.48, -21.59], [19.13, -2.97, -24.63], [23.77, -6.00, -16.17], [21.49, -0.08, -20.12], [15.55, -5.39, -22.68], [16.03, -3.22, -21.64], [22.81, -9.24, -21.07], [24.89, -1.39, -19.60], [20.00, -5.35, -25.07], [14.88, -5.44, -25.16], [18.73, -4.96, -29.14], [20.78, -1.45, -19.21], [22.93, -4.54, -16.90], [14.95, -10.04, -20.11], [20.92, -9.48, -22.67], [20.98, -3.85, -15.09], [21.08, 0.00, -18.35], [19.58, -6.32, -23.09], [18.75, -13.61, -24.95], [18.04, -11.69, -23.99], [14.18, -7.60, -20.55], [21.05, -14.70, -21.48], [16.02, -9.73, -21.47], [21.37, -2.91, -16.51], [22.37, -7.04, -19.68], [12.92, -6.31, -23.85], [20.30, -2.23, -15.35], [22.12, -3.63, -23.43], [14.78, -10.02, -23.02], [16.99, -7.82, -23.24], [17.82, -2.07, -16.52], [13.11, -10.58, -21.40], [20.24, -12.66, -20.38], [24.08, 0.17, -19.82], [17.89, -5.55, -23.18], [15.09, -6.32, -19.74], [19.14, -1.92, -17.74], [11.34, -8.93, -20.88], [15.21, -1.28, -25.47], [15.01, -3.51, -26.45], [17.88, -4.87, -20.61], [22.83, -2.85, -25.77], [22.60, -6.64, -25.33], [17.82, -3.06, -17.96], [17.46, -2.97, -28.59], [25.08, -1.95, -26.11], [18.42, -8.58, -22.83], [22.18, -5.53, -15.63], [18.73, -11.08, -21.54], [11.10, -6.83, -22.26]], "mulliken_charge": [1.85, 0.02, -0.39, -0.30, -0.33, -0.26, -0.14, -0.22, -0.31, -0.28, 0.72, -0.42, -0.47, -0.62, -0.58, -0.38, -0.94, -0.58, -0.57, 0.12, -0.92, -0.43, -0.91, -0.59, -0.27, -0.43, 0.46, -0.63, -0.51, -0.54, 0.50, 0.95, -0.43, -0.45, -0.30, 0.19, -0.52, 0.25, 0.42, 0.11, -0.76, 0.93, -0.94, -0.64, 0.19, -0.53, -0.83, -0.61, -0.81, -0.88, -0.90, -1.24, 0.53, -0.78, -0.02, -0.55, -0.36, 0.05, -0.49, 0.67, -0.46, -0.12, -0.04, -0.51, 0.21, -0.37, -0.32, 0.87, 0.58, 0.22, 0.53, -0.75, 0.47, 0.43, 0.31, 0.51, 0.53, 0.42, 1.02, 0.54, 0.46, 0.35, -0.03, 0.55, 0.57, 0.35, 0.45, 0.51, 0.43, -0.34, 0.12, 0.37, 0.45, 0.33, 0.37, -0.14, 0.41, 0.38, 0.28, 0.40, -0.12, 0.03, -0.19, 0.53, 0.44, 0.44, 0.97, -0.35, 0.46, 0.69, 0.33, 0.44, -0.01, 0.45, 0.12, 0.42, 0.55, 0.48, -0.37, 0.51, 0.54, 0.19, 0.49, 0.42, 0.19, 0.22, 0.45, 0.44], "homo_ev": -14.52, "e_tot_ha": -3413.5234, "orbital_gap_ev": 1.52, "total_charge": 3, "multiplicity": 1}



No. 7
{"formula": "C17H18AuN2O3", "method": "wB97M-V/def2-TZVPD", "symbols": ["Au", "O", "O", "O", "N", "N", "C", "C", "C", "C", "C", "C", "C", "C", "C", "C", "C", "C", "C", "C", "C", "C", "C", "H", "H", "H", "H", "H", "H", "H", "H", "H", "H", "H", "H", "H", "H", "H", "H", "H", "H"], "xyz": [[0.02, 0.07, -0.19], [-0.08, 2.07, -0.31], [2.01, 0.03, -0.31], [0.17, 0.42, 2.44], [-1.97, -0.03, -0.24], [-0.12, -1.92, -0.32], [-2.67, 0.79, -0.94], [-2.45, -1.31, 0.28], [4.17, -2.85, -2.37], [-1.48, 4.47, -2.58], [3.94, -0.64, -1.39], [-0.60, 3.82, -1.75], [2.89, -3.13, -1.99], [1.49, 0.80, 2.86], [2.62, -0.92, -0.99], [2.09, -2.19, -1.30], [-0.94, 2.59, -1.16], [-1.47, -2.45, -0.06], [-2.75, 3.95, -2.86], [-3.11, 2.75, -2.30], [0.77, -2.61, -0.96], [4.69, -1.58, -2.06], [-2.22, 2.04, -1.46], [-1.42, -3.12, 0.81], [1.80, 1.73, 2.37], [-3.44, -1.53, -0.11], [2.47, -4.11, -2.22], [-4.08, 2.33, -2.50], [-2.53, -1.21, 1.36], [-3.44, 4.48, -3.50], [-0.44, 1.11, 2.72], [5.70, -1.33, -2.36], [-3.71, 0.52, -1.14], [0.50, -3.62, -1.24], [0.38, 4.22, -1.53], [-1.19, 5.41, -3.03], [1.54, 0.91, 3.94], [4.34, 0.34, -1.16], [2.16, 0.00, 2.55], [4.77, -3.58, -2.89], [-1.81, -3.03, -0.92]], "mulliken_charge": [1.16, -0.73, -0.72, -0.44, -0.21, -0.15, 0.37, -0.58, -0.75, -0.38, -0.52, -0.42, -0.87, -0.56, 0.57, 0.40, 0.50, -0.75, -0.76, -0.80, 0.18, -0.35, 0.31, 0.29, 0.24, 0.40, 0.36, 0.34, 0.30, 0.42, 0.30, 0.39, 0.33, 0.40, 0.46, 0.39, 0.31, 0.47, 0.21, 0.42, 0.46], "homo_ev": -11.42, "e_tot_ha": -1129.2540, "orbital_gap_ev": 7.33, "total_charge": 1, "multiplicity": 1}



No. 8
{"formula": "C5H10O2", "method": "wB97M-V/def2-TZVPD", "symbols": ["O", "O", "C", "C", "C", "C", "C", "H", "H", "H", "H", "H", "H", "H", "H", "H", "H"], "xyz": [[-1.86, -0.05, -1.04], [2.20, 0.43, 0.83], [0.14, -0.56, 0.34], [-0.34, 0.96, 0.36], [-0.86, -1.13, -0.70], [1.64, -0.57, -0.01], [-1.78, 0.94, -0.04], [-2.52, 0.79, 0.77], [0.00, -1.02, 1.33], [1.76, -0.32, -1.08], [2.15, -1.53, 0.17], [-1.44, -1.97, -0.34], [0.19, 1.43, -0.48], [-0.37, -1.41, -1.65], [-1.88, 1.98, -0.40], [3.15, 0.47, 0.68], [-0.18, 1.55, 1.26]], "mulliken_charge": [-0.41, -0.50, 0.22, -0.74, -0.57, -0.73, -0.45, 0.28, 0.36, 0.33, 0.36, 0.26, 0.29, 0.29, 0.33, 0.30, 0.38], "homo_ev": -9.66, "e_tot_ha": -346.9511, "orbital_gap_ev": 10.52, "total_charge": 0, "multiplicity": 1, "smiles": "OC[C@H]1CCOC1", "de_lowest_kj_mol": 195.2}